Here is 3 unconnected molecules or ions with the total composition C3H12N2O3 at a distorted geometry from the OMol25 dataset. Energies are from ωB97M-V/def2-TZVPD.

ORCA input file:
```
! wB97M-V def2-TZVPD RIJCOSX def2/J DEFGRID3
* xyz 0 1
N -1.73248 -0.88392 -1.32342
C -2.01340 -1.36099 -0.05064
C -0.76893 -0.97190 0.84053
N -0.18286 0.39338 0.61779
C 0.46332 0.94132 1.70132
O 1.20517 1.86968 1.84310
H -0.88899 -1.09225 -1.71136
H -2.57575 -1.20908 -1.92530
H -2.33238 -2.42843 0.09207
H -2.80957 -0.81945 0.40940
H -1.15784 -1.00768 1.79944
H 0.00132 -1.86286 0.64103
H -0.15979 0.72420 -0.29937
H 0.16944 0.39210 2.62250
O 2.81375 -0.42350 -0.61385
H 3.48063 -1.07777 -0.58415
H 3.32882 0.42876 -0.71645
O 0.99048 2.52982 -1.34753
H 0.34404 3.08092 -0.80640
H 1.82503 2.77763 -1.18870
*
```

Properties
M   124.1 g mol⁻¹
Relative energy (zero: lowest compared OMol25 entry of this formula, charge and spin)   228.4 kJ/mol
HOMO energy   -0.342 hartree
SMILES string   NCCNC=O.O.O
Calculated total energy   -456.6832 a.u.
Frontier orbital gap   0.3677 Eh
LUMO level   0.69 eV

For each atom in turn, the Löwdin charge in e is: -0.010, -0.326, -0.171, 0.056, -0.389, 0.020, 0.033, 0.131, 0.119, 0.092, 0.066, 0.150, 0.070, 0.126, -0.062, 0.001, 0.070, -0.027, 0.093, -0.043